1.
DFT (ωB97M-V/def2-TZVPD) results for an isolated molecule of C3H8N2O2.

Structure (XYZ):
```
15
Properties=species:S:1:pos:R:3:forces:R:3:mulliken_charge:R:1
C -0.5170 -0.5695 0.0874 -0.66 0.15 0.32 -0.231
C -1.9907 -0.5126 -0.3051 0.23 -0.83 0.00 -0.592
O -2.6139 -1.7827 -0.1333 0.18 -0.28 -0.31 -0.527
N -0.0140 0.7888 0.2998 1.49 0.55 -0.49 -0.335
C 1.3872 0.9270 0.0942 -0.29 -1.33 0.21 0.502
N 2.1268 -0.0977 0.6453 -0.21 -0.49 0.69 -0.382
O 1.9028 1.7463 -0.6179 -0.19 0.85 -0.40 -0.571
H 0.0173 -1.0955 -0.7083 0.18 -0.01 0.05 0.283
H -0.4214 -1.1433 1.0077 0.00 -0.03 0.00 0.202
H -2.0111 -0.2302 -1.3650 -0.45 0.41 0.19 0.324
H -2.5698 0.1380 0.3482 0.18 0.34 -0.26 0.341
H -2.2287 -2.4204 -0.7539 -0.13 0.28 0.22 0.302
H -0.3974 1.4803 -0.3364 -0.43 -0.11 0.13 0.262
H 2.0065 -0.4118 1.5952 -0.43 0.03 -0.16 0.221
H 3.0436 -0.2526 0.2912 0.52 0.45 -0.18 0.201
```
Forces are in eV/Å.

Results
**Orbital gap**: 0.38640 hartree
**HOMO**: -9.8 eV
**Energy above the lowest of the compared OMol25 structures with the same formula, charge and spin**: 19.9 kcal/mol

---

2.
DFT (ωB97M-V/def2-TZVPD) results for a cluster of 17 separate species, C30H45Cl48I3N4O3PS in total.

Structure (XYZ):
```
135
Properties=species:S:1:pos:R:3:forces:R:3:mulliken_charge:R:1
C 6.6135 -0.4021 0.1917 0.61 0.07 0.55 -0.606
C 6.2531 -0.0274 1.6454 -0.50 0.15 -0.30 -0.621
C 4.7445 0.0585 1.9080 0.59 -0.58 0.84 -0.370
O 4.0892 0.5827 0.7553 -0.05 0.01 0.09 0.126
N 2.7533 0.8911 1.0976 -0.85 0.19 -0.56 0.242
C 2.0270 1.3658 -0.0156 0.51 -0.04 -0.23 -2.424
N 2.0216 2.7264 -0.3028 -0.55 -0.49 0.79 1.684
C 0.9169 3.5809 0.1590 -0.44 0.77 0.06 -1.113
C 0.1940 3.0820 1.3977 -0.84 0.21 -0.28 0.295
C -0.8858 2.0166 1.1245 0.90 0.15 1.20 1.017
C -1.8263 1.9786 2.3429 -0.48 -0.46 -0.28 -0.356
N -3.0369 2.7930 2.2104 0.55 0.11 -0.01 -0.621
C 3.2871 3.3055 -0.5294 0.98 0.32 0.35 -1.100
I 3.9261 3.1523 -2.5681 -0.13 -0.03 0.45 0.039
C 4.1054 3.9351 0.3382 -0.17 -0.30 -0.42 0.929
C 5.4484 4.5208 -0.0466 -0.16 -0.40 0.07 -1.609
I 3.5948 4.1473 2.3864 0.08 -0.07 -0.48 0.125
N 1.3961 0.4657 -0.7561 0.79 0.51 0.59 1.032
C 1.5634 -0.9722 -0.2739 0.05 -0.34 -0.70 -0.754
C 0.8299 -2.0651 -1.0698 -0.30 -0.62 0.89 -0.353
C -0.5212 -2.4692 -0.4075 0.16 -0.04 -0.92 -0.993
I 2.1279 -3.8101 -0.9523 0.05 0.22 -0.14 0.051
P 0.4791 0.8036 -2.2150 -1.48 -0.56 -1.44 0.700
O 1.4245 0.1223 -3.3111 -0.02 0.82 0.84 -0.432
O 0.4950 2.3453 -2.6280 0.70 -0.37 0.56 -0.480
S -1.3314 0.1793 -2.1440 0.51 0.14 0.48 -0.159
H 6.8653 0.5053 -0.3653 -0.34 -0.25 -0.19 0.246
H 5.8486 -0.9949 -0.3140 0.03 0.18 0.03 0.272
H 7.5284 -0.9971 0.2265 -0.08 0.00 -0.18 -0.009
H 6.6439 -0.7780 2.3391 -0.04 0.15 -0.04 0.342
H 6.7028 0.9359 1.9109 0.06 -0.20 -0.09 0.313
H 4.5759 0.7065 2.7828 -0.16 0.09 -0.29 0.215
H 4.3615 -0.9332 2.1893 -0.22 0.14 -0.42 0.347
H 2.6932 1.5442 1.8791 0.60 0.37 -0.31 0.308
H 1.3406 4.5703 0.3696 0.19 -0.30 -0.11 0.315
H 0.1615 3.7634 -0.6196 0.27 -0.16 -0.01 0.117
H 0.8643 2.7670 2.2037 0.00 0.03 -0.16 -0.518
H -0.3466 3.9542 1.7965 0.23 -0.04 -0.03 0.667
H -0.4037 1.0304 1.0813 -0.25 0.08 -0.50 -0.667
H -1.4293 2.2682 0.2096 0.01 -0.36 0.03 0.201
H -1.2879 2.3030 3.2366 -0.01 -0.04 0.00 -0.189
H -2.1128 0.9357 2.5175 -0.18 0.18 0.09 0.363
H -2.7511 3.7647 2.1078 -0.23 -0.01 0.11 0.292
H -3.4911 2.5473 1.3395 -0.23 -0.03 -0.01 0.311
H 6.0701 3.7366 -0.5000 -0.16 0.11 0.08 0.351
H 5.2981 5.3004 -0.7976 0.15 -0.02 0.16 0.376
H 5.9829 4.9127 0.8192 -0.17 0.10 -0.16 0.409
H 1.2091 -1.0137 0.7602 0.25 0.16 -0.14 0.392
H 2.6395 -1.1535 -0.3201 -0.21 0.19 0.15 0.541
H 0.7336 -1.8952 -2.1378 0.13 0.13 0.13 0.283
H -1.2535 -2.6198 -1.2067 -0.05 0.15 0.30 0.198
H -0.8680 -1.6725 0.2542 -0.10 -0.20 -0.01 0.242
H -0.4474 -3.4300 0.1045 0.04 0.33 0.25 0.494
H 1.2756 0.5746 -4.1629 0.04 -0.29 -0.11 0.132
H -0.3439 2.7298 -2.3301 -0.04 0.03 -0.24 0.418
C -0.6164 -5.4705 -4.3587 -0.12 -0.12 0.03 -0.050
Cl 0.4318 -6.5231 -3.4091 0.07 0.07 0.00 -0.137
Cl -2.2427 -6.1369 -4.4604 0.02 0.02 -0.02 -0.111
Cl -0.6555 -3.8388 -3.6745 -0.02 0.02 -0.12 -0.024
H -0.2122 -5.4048 -5.3603 0.02 0.03 0.02 0.321
C 10.4162 -1.9638 -0.9845 -0.08 0.01 0.04 -0.004
Cl 9.4560 -3.3562 -0.4829 0.03 -0.02 0.00 -0.111
Cl 9.6400 -1.1291 -2.3298 0.02 0.03 -0.02 -0.108
Cl 10.6746 -0.8666 0.3742 0.02 0.01 -0.02 -0.113
H 11.3823 -2.3173 -1.3200 -0.01 -0.01 0.01 0.329
C 0.3859 3.2641 5.9066 -0.17 -0.13 0.05 0.825
Cl -1.1637 2.4983 6.2540 0.18 0.11 -0.12 -0.037
Cl 1.4976 2.1024 5.1426 -0.05 0.09 0.04 -0.149
Cl 0.1928 4.7025 4.8999 0.01 -0.08 0.00 -0.137
H 0.8241 3.5669 6.8481 0.08 0.02 -0.04 -0.560
C -1.6499 0.6323 -6.2917 -0.10 -0.01 0.26 -0.065
Cl 0.1193 0.6799 -6.4268 0.07 0.02 -0.08 -0.149
Cl -2.1630 -0.7903 -5.3948 -0.02 -0.05 -0.19 -0.048
Cl -2.2487 2.1089 -5.5356 0.01 0.00 -0.04 -0.106
H -2.0583 0.5754 -7.2923 0.07 0.01 -0.02 0.409
C -5.8228 -1.7853 1.9928 -0.14 -0.02 -0.13 0.288
Cl -7.0439 -2.9042 2.5935 0.03 -0.05 0.10 -0.125
Cl -4.4650 -2.6848 1.3004 0.11 0.07 -0.04 -0.050
Cl -6.5296 -0.7016 0.7927 0.48 0.04 0.15 -0.131
H -5.4575 -1.2004 2.8290 0.03 0.00 -0.05 0.033
C 0.0348 -10.0816 -2.6188 -0.11 -0.02 0.05 0.536
Cl -1.2748 -10.1379 -1.4406 0.01 0.02 -0.02 -0.110
Cl 1.6061 -10.1677 -1.8205 -0.01 0.03 -0.04 -0.134
Cl -0.1396 -11.3651 -3.8144 0.08 -0.10 -0.02 -0.109
H -0.0258 -9.1365 -3.1397 -0.02 0.00 -0.01 -0.183
C -10.9871 -0.4867 -0.2024 -0.10 -0.07 0.12 0.006
Cl -12.3973 -1.5364 -0.0914 0.05 0.01 0.01 -0.092
Cl -11.3444 1.1147 0.4493 0.01 0.01 -0.04 -0.128
Cl -9.5955 -1.1954 0.6245 -0.35 0.02 -0.13 -0.059
H -10.7334 -0.3746 -1.2483 0.00 0.00 0.01 0.266
C 0.9529 4.4151 9.8706 -0.12 -0.01 -0.04 0.014
Cl -0.6018 3.6518 10.1849 0.03 0.01 0.00 -0.095
Cl 2.0770 3.2627 9.1386 0.07 -0.04 0.05 -0.131
Cl 0.7589 5.8260 8.8271 0.01 0.00 0.00 -0.107
H 1.3713 4.7418 10.8136 0.02 0.00 -0.02 0.342
C -15.7354 -1.6026 -2.6747 0.03 0.05 0.09 0.025
Cl -14.2149 -0.9237 -3.2627 -0.03 -0.02 -0.06 -0.109
Cl -15.4405 -2.8803 -1.4933 -0.02 -0.02 -0.04 -0.115
Cl -16.7574 -0.3412 -1.9889 0.00 -0.02 -0.02 -0.114
H -16.2556 -2.0382 -3.5173 0.01 0.00 0.00 0.316
C 4.2736 8.5554 0.4405 0.16 0.05 -0.01 -0.132
Cl 5.2615 7.8996 1.7516 -0.07 0.00 -0.03 -0.121
Cl 5.2545 9.4939 -0.6770 -0.10 -0.07 0.11 -0.013
Cl 3.4226 7.2586 -0.4163 -0.16 0.04 0.01 -0.093
H 3.5305 9.2103 0.8765 -0.02 -0.03 0.00 0.353
C -3.5293 -11.5014 -5.7719 -0.01 -0.05 0.00 0.349
Cl -3.1556 -9.8489 -5.2824 0.00 0.09 0.01 -0.073
Cl -5.0463 -12.0382 -5.0581 -0.06 0.05 0.00 -0.116
Cl -3.5741 -11.6413 -7.5294 0.02 -0.01 0.02 -0.127
H -2.7399 -12.1438 -5.4016 0.00 0.01 0.01 -0.035
C -4.2199 -15.7700 -3.1381 -0.01 0.00 0.06 0.056
Cl -4.6027 -15.0650 -1.5680 -0.01 0.01 -0.03 -0.118
Cl -2.9830 -14.8186 -3.9644 0.10 -0.04 -0.01 -0.087
Cl -3.7075 -17.4471 -2.9677 -0.01 0.02 -0.02 -0.120
H -5.1163 -15.7501 -3.7438 0.01 0.01 0.00 0.271
C -4.0871 -5.7607 3.4773 -0.01 -0.05 0.00 0.581
Cl -5.2078 -6.0883 4.7999 0.01 0.04 -0.02 -0.113
Cl -2.4943 -5.3179 4.0983 0.21 -0.37 -0.15 -0.104
Cl -3.9757 -7.1427 2.3895 0.00 0.03 -0.01 -0.119
H -4.4719 -4.9204 2.9113 0.00 -0.01 0.02 -0.274
C -3.0241 -1.3916 5.5974 0.16 -0.06 0.06 -0.151
Cl -4.0070 -2.6885 4.9152 -0.29 0.67 0.20 0.022
Cl -1.3718 -1.4805 4.9689 0.05 -0.03 0.00 -0.114
Cl -3.6777 0.2239 5.3178 -0.21 -0.17 -0.15 -0.122
H -2.9830 -1.5499 6.6672 0.03 0.01 -0.01 0.377
C 5.2932 11.1098 -4.0472 0.02 0.05 -0.03 0.047
Cl 5.7419 11.7508 -5.6248 -0.01 -0.03 0.02 -0.120
Cl 6.5554 11.4285 -2.8563 0.14 -0.11 -0.26 -0.109
Cl 3.7515 11.7851 -3.5101 0.00 -0.03 0.01 -0.114
H 5.1772 10.0376 -4.1382 -0.01 0.01 0.01 0.285
C 6.8490 14.8129 0.0166 -0.01 0.05 -0.05 0.020
Cl 5.6615 13.7813 -0.7834 -0.06 0.15 0.18 -0.061
Cl 8.4802 14.4162 -0.5294 -0.01 -0.02 0.02 -0.123
Cl 6.4919 16.5164 -0.2598 0.00 -0.03 0.02 -0.120
H 6.7964 14.6261 1.0810 0.01 0.00 -0.01 0.293
```
Forces are in eV/Å.

Results
**Orbital gap**: 0.27500 hartree
**HOMO**: -11.5 eV
**Net charge**: +1
**Energy above the lowest of the compared OMol25 structures with the same formula, charge and spin**: 0.0 kcal/mol

---

3.
DFT (ωB97M-V/def2-TZVPD) results for a cluster of 10 separate species, C44H73N10O11PS in total.

Structure (XYZ):
```
140
Properties=species:S:1:pos:R:3:forces:R:3:mulliken_charge:R:1
C -1.0248 -6.2774 9.4348 -0.06 -0.26 -0.01 -0.182
C -0.8479 -6.0446 8.2719 0.12 0.80 0.40 -1.109
C -0.6467 -5.3550 7.0306 -0.23 -0.89 0.39 1.120
C -1.7459 -5.0856 6.2394 -0.19 0.02 -0.13 -1.145
C -1.6074 -4.3892 5.0498 0.19 -0.14 -0.48 0.759
C -2.7581 -4.1312 4.2416 -0.46 0.48 0.64 -0.823
C -3.8337 -3.8075 3.8249 -0.10 -0.10 -0.06 -0.425
C -0.3363 -3.9632 4.6816 0.06 0.33 -0.60 0.614
C 0.7758 -4.2626 5.4566 0.17 0.02 -0.15 1.199
C 0.6241 -4.9646 6.6374 0.73 -0.23 -0.32 0.180
N 1.7614 -5.2522 7.4563 -0.45 0.57 0.10 -0.565
C 1.9451 -4.5049 8.3943 -0.16 -0.06 0.41 0.421
S 2.0743 -3.5469 9.6210 0.28 -0.22 -0.22 -0.352
C 2.1034 -3.7664 4.9648 -0.04 0.25 0.05 -0.266
O 3.1312 -4.3962 5.0659 -0.07 0.08 0.31 -0.669
C 2.0455 -2.4473 4.2974 -0.26 -0.19 0.46 -0.560
C 0.9768 -2.1217 3.5616 1.10 0.48 -0.56 1.026
P 0.8090 -0.4709 2.8111 -1.90 0.77 0.21 0.017
C 1.1337 -0.4973 1.0049 -0.07 0.09 0.50 -1.080
C 1.9695 0.6692 3.6678 0.53 -0.94 0.02 -1.093
C -0.1077 -3.1402 3.4292 0.10 -0.06 0.23 -0.529
O -0.7265 -3.3075 2.4094 -0.11 0.11 -0.05 -0.665
H -1.2049 -6.4807 10.4620 0.03 -0.16 0.02 0.411
H -2.7191 -5.4174 6.5668 -0.07 0.00 -0.03 0.588
H -4.8013 -3.5202 3.4932 0.01 -0.01 -0.20 0.524
H 2.8692 -1.7619 4.4458 0.26 -0.19 -0.21 0.213
H 0.1974 -0.7465 0.5097 0.25 -0.34 0.02 0.306
H 1.9450 -1.1431 0.6789 0.02 0.00 -0.11 0.416
H 1.3321 0.5415 0.7341 0.25 0.02 0.04 0.479
H 1.4644 1.6141 3.8360 -0.02 0.11 -0.27 0.444
H 2.1678 0.2548 4.6582 0.00 0.08 0.05 0.395
H 2.9351 0.8054 3.1811 -0.01 0.14 -0.01 0.245
C -1.9241 4.0557 -1.9264 0.02 0.06 0.02 -1.275
C -1.3382 3.5039 -0.6499 0.09 0.04 0.07 0.869
O -0.9753 4.2364 0.2641 0.09 -0.08 -0.13 -0.736
N -1.2257 2.1598 -0.5416 -0.08 0.13 -0.13 0.039
C -1.5974 1.1363 -1.5076 0.15 0.12 0.34 -0.679
H -1.9469 5.1389 -1.8558 0.03 0.00 0.08 0.131
H -1.3139 3.7716 -2.7844 -0.09 -0.06 -0.05 0.504
H -2.9424 3.6927 -2.0695 0.02 -0.04 -0.09 0.376
H -0.8290 1.8600 0.3358 -0.03 -0.04 0.00 0.030
H -2.3360 0.4728 -1.0553 -0.02 -0.08 -0.15 0.216
H -0.7192 0.5497 -1.7638 -0.09 -0.10 -0.11 0.159
H -2.0147 1.5761 -2.4078 -0.01 0.06 0.03 0.368
C 0.2863 -2.1286 -3.6750 0.01 0.06 0.01 -1.375
C -0.1802 -2.4861 -2.2846 0.04 0.16 0.04 0.784
O -0.1764 -1.6556 -1.3827 -0.05 -0.32 -0.20 -0.503
N -0.6063 -3.7516 -2.0752 0.07 0.07 -0.10 -0.078
C -0.6730 -4.8441 -3.0341 -0.06 0.04 0.28 -0.952
H 0.5913 -1.0866 -3.6864 -0.04 0.01 0.08 0.282
H 1.1372 -2.7452 -3.9660 -0.07 -0.05 -0.10 0.390
H -0.5275 -2.2611 -4.3894 0.09 -0.05 -0.10 0.312
H -0.9113 -3.9249 -1.1296 -0.06 -0.03 -0.02 0.084
H -1.7006 -5.1936 -3.1229 0.01 -0.08 -0.07 0.284
H -0.0637 -5.6768 -2.6894 -0.02 -0.09 -0.07 0.294
H -0.3189 -4.5219 -4.0080 0.00 0.05 0.03 0.420
C -3.1761 5.4864 2.0397 -0.21 0.01 -0.06 -0.933
C -4.4618 6.1442 1.6064 -0.02 -0.06 -0.06 0.799
O -4.9044 6.0245 0.4734 -0.03 -0.02 0.04 -0.649
N -5.1324 6.8926 2.5259 0.13 -0.05 0.01 -0.177
C -4.7703 7.1520 3.9055 -0.31 0.12 -0.20 -0.835
H -2.7596 4.9359 1.2040 -0.01 0.09 0.04 -0.160
H -2.4482 6.2362 2.3526 0.03 -0.07 0.09 0.385
H -3.3631 4.7917 2.8607 0.08 0.07 0.08 0.484
H -5.9815 7.3024 2.1700 0.00 0.00 0.01 0.241
H -5.5580 6.7908 4.5695 0.09 -0.01 0.10 0.282
H -4.6525 8.2259 4.0623 0.08 -0.02 0.11 0.277
H -3.8406 6.6562 4.1613 0.01 -0.02 -0.03 0.321
C 4.6061 -7.6751 1.4495 0.00 -0.01 -0.06 -1.154
C 5.4223 -6.4266 1.2097 0.06 0.07 -0.09 0.808
O 5.7680 -6.0838 0.0898 -0.04 -0.02 0.01 -0.667
N 5.7619 -5.6859 2.2955 -0.05 -0.19 -0.01 -0.043
C 5.4455 -5.9125 3.6979 0.34 0.45 -0.25 -0.631
H 4.4162 -8.1524 0.4932 0.04 0.06 -0.04 0.297
H 5.1488 -8.3724 2.0886 -0.08 0.01 0.08 0.344
H 3.6510 -7.4266 1.9143 0.03 -0.06 0.09 0.265
H 6.3097 -4.8732 2.0633 0.01 0.00 -0.01 0.124
H 4.8972 -5.0514 4.0761 0.00 -0.25 0.13 0.112
H 6.3723 -6.0153 4.2670 -0.07 -0.14 0.08 0.283
H 4.8480 -6.8080 3.8269 -0.04 0.01 -0.02 0.351
C -2.4062 8.7056 -4.1662 -0.01 0.06 -0.01 -1.062
C -2.5097 9.6977 -3.0329 0.04 0.14 0.01 0.686
O -2.1439 10.8587 -3.1519 -0.01 -0.03 -0.04 -0.685
N -3.0298 9.2539 -1.8603 0.02 -0.13 -0.21 -0.091
C -3.5154 7.9221 -1.5312 0.06 0.46 0.21 -0.677
H -1.9722 9.2020 -5.0278 0.05 0.04 0.04 0.183
H -1.7617 7.8710 -3.8900 -0.06 -0.07 -0.06 0.350
H -3.3946 8.3306 -4.4368 0.03 -0.11 0.04 0.350
H -3.0698 9.9641 -1.1470 0.00 -0.01 0.01 0.208
H -4.5626 7.9736 -1.2373 -0.01 -0.19 0.00 0.291
H -2.9432 7.5211 -0.6946 -0.05 -0.17 -0.04 0.198
H -3.4193 7.2508 -2.3774 0.01 0.02 -0.03 0.224
C -1.8781 0.3543 -8.3070 0.00 0.04 0.02 -1.312
C -2.3444 -0.0057 -6.9162 -0.01 0.08 0.13 0.847
O -2.3384 0.8002 -6.0017 0.03 -0.01 -0.03 -0.639
N -2.7781 -1.2797 -6.7091 0.09 0.02 -0.13 -0.170
C -2.8583 -2.3724 -7.6600 -0.11 0.01 0.40 -0.837
H -1.5667 1.3940 -8.3075 -0.02 0.01 0.08 0.293
H -1.0306 -0.2659 -8.6014 -0.05 -0.03 -0.08 0.356
H -2.6865 0.2295 -9.0283 0.06 -0.07 -0.05 0.367
H -3.0741 -1.4487 -5.7605 -0.04 -0.01 -0.01 0.222
H -3.8906 -2.7172 -7.7407 0.02 -0.04 -0.13 0.303
H -2.2440 -3.2074 -7.3177 0.02 -0.04 -0.13 0.258
H -2.5138 -2.0619 -8.6402 0.01 0.03 0.00 0.320
C -2.5584 -8.4839 0.8106 -0.01 -0.03 -0.06 -1.323
C -1.6921 -7.4212 0.1784 0.06 0.05 -0.13 0.834
O -1.5131 -7.3657 -1.0303 -0.04 0.01 -0.01 -0.627
N -1.1119 -6.5154 1.0024 -0.11 -0.19 -0.01 0.014
C -1.2043 -6.4111 2.4459 0.25 0.17 -0.26 -0.529
H -2.9470 -9.1253 0.0257 0.04 0.04 -0.05 0.321
H -1.9764 -9.0913 1.5044 -0.07 0.03 0.08 0.341
H -3.3963 -8.0303 1.3411 0.04 -0.04 0.09 0.353
H -0.5467 -5.8342 0.5203 0.02 0.02 0.06 0.088
H -1.6136 -5.4373 2.6986 -0.02 -0.18 0.02 -0.048
H -0.2005 -6.4921 2.8718 -0.08 -0.06 0.17 0.207
H -1.8330 -7.1906 2.8643 0.00 -0.04 -0.07 0.393
C 6.1474 -1.0977 4.7637 -0.04 0.05 0.02 -1.152
C 5.8323 -0.1562 3.6235 -0.01 0.09 -0.02 0.842
O 5.4768 0.9950 3.8146 -0.04 -0.04 0.04 -0.658
N 5.9535 -0.6435 2.3600 0.04 -0.07 0.21 -0.097
C 6.3473 -1.9782 1.9493 -0.23 0.30 -0.28 -0.834
H 6.0026 -0.5667 5.6995 -0.02 0.07 -0.04 0.304
H 5.4836 -1.9646 4.7450 0.09 -0.08 0.00 0.121
H 7.1829 -1.4353 4.7092 -0.03 -0.10 0.00 0.414
H 5.7299 0.0303 1.6442 0.02 -0.01 -0.02 0.239
H 7.2376 -1.9308 1.3206 0.03 -0.12 0.03 0.326
H 5.5347 -2.4252 1.3732 0.11 -0.20 0.00 0.338
H 6.5536 -2.6031 2.8125 0.01 0.05 0.04 0.178
C 1.8234 9.8869 -6.6562 0.01 -0.02 0.03 -1.294
C 0.7820 8.8550 -7.0183 -0.05 -0.06 0.09 0.797
O 0.3907 8.0237 -6.2175 0.00 -0.01 0.00 -0.629
N 0.2838 8.8836 -8.2849 0.12 0.10 0.04 -0.169
C 0.6228 9.7909 -9.3640 -0.26 -0.30 0.01 -0.826
H 2.1152 9.7336 -5.6222 -0.06 -0.06 0.01 0.289
H 2.7053 9.7826 -7.2897 -0.01 0.10 -0.03 0.381
H 1.4185 10.8942 -6.7597 0.07 0.02 -0.05 0.356
H -0.4062 8.1704 -8.4599 -0.01 0.01 -0.01 0.227
H -0.2683 10.3327 -9.6858 0.08 0.10 -0.05 0.281
H 1.0099 9.2267 -10.2146 0.07 0.11 -0.04 0.283
H 1.3729 10.5073 -9.0481 0.00 -0.01 0.03 0.311
```
Forces are in eV/Å.

Results
**Orbital gap**: 0.24184 hartree
**HOMO**: -8.0 eV
**Energy above the lowest of the compared OMol25 structures with the same formula, charge and spin**: 7.4 kcal/mol